No. 1
75
Properties=species:S:1:pos:R:3:mulliken_charge:R:1 method="wB97M-V/def2-TZVPD" mol_weight_g_mol=754.78 total_charge=+2 e_tot_ev=-69952.3664 homo_ev=-10.665
C -1.85 4.93 1.14 -0.2648
C -0.50 4.44 1.17 -0.8366
C -0.29 3.69 -0.05 -0.1806
H 0.25 4.69 1.91 0.5212
C -1.50 3.77 -0.84 -0.1444
C -2.47 4.49 -0.09 -0.7670
H -3.42 4.85 -0.48 0.8161
H -2.29 5.66 1.82 0.5549
H 0.67 3.32 -0.42 0.6077
H -1.60 3.44 -1.88 0.4121
Hf -1.90 2.54 1.16 1.2013
Si 2.89 -1.68 -1.06 1.0015
C 2.95 -3.36 -0.19 0.2457
C 2.27 -4.51 -0.64 -0.0867
H 1.72 -4.50 -1.58 0.4175
C 2.24 -5.68 0.14 -0.6998
H 1.68 -6.54 -0.21 0.4061
C 2.91 -5.74 1.35 -0.4688
H 2.90 -6.65 1.95 0.4229
C 3.62 -4.62 1.79 -0.6181
H 4.17 -4.66 2.73 0.4099
C 3.64 -3.45 1.04 -0.5381
H 4.17 -2.56 1.41 0.3423
C 2.90 -2.21 -2.90 0.5646
C 4.09 -2.86 -3.31 -0.4682
H 4.93 -2.94 -2.62 0.3440
C 4.21 -3.39 -4.60 -0.7680
H 5.15 -3.86 -4.91 0.4004
C 3.16 -3.33 -5.52 -0.4472
H 3.26 -3.74 -6.53 0.3937
C 1.97 -2.73 -5.12 -0.8396
H 1.12 -2.67 -5.81 0.3899
C 1.85 -2.18 -3.85 0.3862
H 0.90 -1.70 -3.63 0.0522
H 3.97 -0.80 -0.55 -0.2376
Si -0.31 -1.71 -1.14 -0.3384
C 0.51 -0.11 -2.00 0.4599
C 1.66 0.64 -1.68 0.3049
H 2.38 0.44 -0.85 0.2408
C 1.95 1.87 -2.30 -1.1278
H 2.86 2.41 -2.04 0.4690
C 1.08 2.43 -3.22 -0.3533
H 1.29 3.41 -3.70 0.3948
C -0.10 1.74 -3.51 -0.9892
H -0.82 2.17 -4.21 0.5309
C -0.40 0.51 -2.91 -0.6224
H -1.38 0.07 -3.08 0.4684
C 0.20 -1.43 0.69 -0.0514
C 0.37 -0.06 1.04 1.4467
H 0.20 0.75 0.30 -0.1129
C 0.76 0.32 2.33 -1.4670
H 0.99 1.38 2.52 0.4915
C 0.83 -0.62 3.37 -0.3472
H 1.04 -0.29 4.42 0.5409
C 0.62 -1.98 3.05 -0.7994
H 0.60 -2.71 3.85 0.4886
C 0.36 -2.40 1.73 -0.3217
H 0.25 -3.48 1.51 0.3831
H -1.78 -1.94 -1.39 -0.0613
Cl -2.64 0.96 -0.36 -0.3749
O -1.90 1.53 3.09 -0.6242
C -2.98 1.93 4.13 -0.5288
C -4.15 2.55 3.41 0.4849
C -5.39 2.69 4.04 -0.7248
C -6.50 3.12 3.31 -0.2967
C -6.34 3.31 1.94 -0.8127
C -5.09 3.15 1.36 -0.0845
N -3.97 2.83 2.08 -0.1420
H -1.22 0.89 3.43 0.2247
H -3.27 1.00 4.64 0.5166
H -2.50 2.63 4.83 0.3778
H -5.45 2.43 5.10 0.4497
H -7.46 3.29 3.81 0.4511
H -7.19 3.57 1.30 0.4146
H -4.93 3.24 0.28 0.5169


No. 2
9
Properties=species:S:1:pos:R:3:mulliken_spin:R:1 method="wB97M-V/def2-TZVPD" mol_weight_g_mol=126.56 multiplicity=3 s2=2.009 e_tot_ev=-29570.2074 homo_ev="-7.251 / -9.927"
C 0.76 0.55 -2.74 0.0019
C 0.36 1.10 1.61 0.8278
O 1.52 0.02 -2.00 0.0234
O -0.59 1.74 -0.75 0.4038
S -0.28 0.63 0.14 0.6012
Cl 1.05 2.72 1.74 0.1183
H 0.63 0.17 -3.73 0.0056
H 0.26 1.49 -2.46 0.0029
H 0.56 0.41 2.47 0.0151